w | {
  "formula": "C2H2ClN3O",
  "method": "ωB97M-V/def2-TZVPD",
  "symbols": ["C", "C", "N", "N", "N", "O", "Cl", "H", "H"],
  "positions_angstrom": [[-1.997, 0.285, 0.273], [0.948, -0.371, -0.120], [-3.009, 0.569, -0.078], [0.529, 0.589, -1.007], [0.146, -0.308, 1.029], [1.871, -1.134, -0.112], [0.199, -1.592, 2.038], [0.008, 1.191, -0.428], [1.305, 0.771, -1.594]],
  "homo_energy_ev": [-11.1507, -10.9435],
  "lumo_ha": [-0.1211, -0.1137],
  "orbital_gap_ev": [7.9, 7.9]
}

***

x | {
  "formula": "C2H2ClN3O",
  "method": "ωB97M-V/def2-TZVPD",
  "symbols": ["C", "C", "N", "N", "N", "O", "Cl", "H", "H"],
  "positions_angstrom": [[-0.881, -0.398, 0.978], [0.378, -0.959, 0.258], [-1.138, 0.752, 0.477], [-0.227, 1.111, -0.430], [0.768, 0.077, -0.526], [0.922, -2.031, 0.334], [1.867, 0.174, -1.850], [-1.661, -0.768, 1.638], [-0.027, 2.041, -0.879]],
  "homo_energy_ev": -9.1101,
  "lumo_ha": -0.0049,
  "orbital_gap_ev": 9.0,
  "smiles": "O=c1cn[nH]n1Cl"
}

***

Preferred: x; penalty for the next structure: 244.6 kJ/mol.

***

w | {
  "formula": "C3H8N2S",
  "method": "ωB97M-V/def2-TZVPD",
  "symbols": ["C", "C", "C", "N", "N", "S", "H", "H", "H", "H", "H", "H", "H", "H"],
  "positions_angstrom": [[-0.717, 0.239, 0.161], [-2.083, 0.852, 0.494], [0.487, -1.616, -0.258], [-0.550, -0.988, 0.288], [2.008, -0.398, -0.816], [2.906, 0.539, 0.263], [0.094, 0.940, -0.247], [-1.836, 1.456, 1.445], [-2.558, 1.353, -0.311], [-2.780, 0.100, 0.768], [0.400, -1.756, -1.352], [0.915, -2.389, 0.398], [1.780, 0.228, -1.619], [1.937, 1.440, 0.785]],
  "homo_energy_ev": [-5.3691, -9.5778],
  "multiplicity": 3,
  "lumo_ha": [0.0261, -0.0861],
  "orbital_gap_ev": [6.1, 7.2],
  "s_squared": 2.02
}

***

x | {
  "formula": "C3H8N2S",
  "method": "ωB97M-V/def2-TZVPD",
  "symbols": ["C", "C", "C", "N", "N", "S", "H", "H", "H", "H", "H", "H", "H", "H"],
  "positions_angstrom": [[2.145, 1.576, -0.370], [-0.509, -1.558, -0.068], [-2.630, -0.564, 0.258], [2.538, 1.510, 0.810], [-1.379, -0.398, -0.217], [-0.841, 0.900, -0.986], [1.191, 1.184, -0.590], [2.827, 2.032, -1.046], [0.085, -1.557, -0.914], [0.225, -1.398, 0.631], [-1.033, -2.423, 0.255], [-3.248, 0.313, 0.451], [3.506, 1.830, 0.900], [-2.878, -1.448, 0.885]],
  "homo_energy_ev": [-6.6052, -9.0008],
  "multiplicity": 3,
  "lumo_ha": [0.0365, -0.0669],
  "orbital_gap_ev": [7.6, 7.2],
  "s_squared": 2.01
}

***

Preferred: x; penalty for the next structure: 130.9 kJ/mol.

***

w | {
  "formula": "C5H13NO3",
  "method": "ωB97M-V/def2-TZVPD",
  "symbols": ["C", "C", "C", "C", "N", "H", "H", "H", "H", "H", "H", "H", "H", "H", "H", "H", "C", "O", "O", "O", "H", "H"],
  "positions_angstrom": [[0.805, -0.992, 0.751], [-1.560, -0.345, 0.797], [1.663, -2.178, 0.304], [1.508, 0.301, 0.332], [-0.521, -1.117, 0.129], [-0.803, -2.098, 0.135], [0.720, -1.027, 1.844], [-2.234, 0.066, 0.042], [-2.162, -0.990, 1.446], [-1.177, 0.486, 1.397], [2.642, -2.152, 0.794], [1.590, 0.373, -0.759], [1.188, -3.131, 0.563], [1.830, -2.165, -0.780], [2.526, 0.338, 0.735], [0.983, 1.186, 0.700], [-0.775, 2.250, -1.526], [-0.634, 2.919, -0.385], [-2.068, 1.957, -1.671], [0.082, 1.950, -2.332], [-1.538, 2.938, -0.018], [-2.067, 1.429, -2.498]],
  "homo_energy_ev": -8.7598,
  "lumo_ha": 0.0199,
  "orbital_gap_ev": 9.3,
  "smiles": "CNC(C)C.O=C(O)O"
}

***

x | {
  "formula": "C5H13NO3",
  "method": "ωB97M-V/def2-TZVPD",
  "symbols": ["C", "C", "C", "N", "H", "H", "H", "H", "H", "H", "H", "H", "H", "C", "C", "O", "O", "O", "H", "H", "H", "H"],
  "positions_angstrom": [[-0.580, 0.170, 0.287], [-1.371, -0.992, 0.892], [-0.488, 1.317, 1.309], [-1.242, 0.570, -0.948], [1.833, -0.128, 1.572], [-2.192, 0.864, -0.745], [-0.754, 1.355, -1.367], [-0.773, -1.507, 1.638], [-1.482, 1.727, 1.486], [-1.654, -1.692, 0.112], [-2.277, -0.615, 1.363], [-0.094, 0.959, 2.257], [0.153, 2.113, 0.934], [0.846, -1.367, -1.185], [0.862, -0.319, -0.074], [1.723, 0.782, -0.399], [1.417, 1.436, -1.607], [1.514, -0.860, 1.031], [2.025, 1.049, -2.253], [0.198, -1.037, -1.990], [1.861, -1.527, -1.542], [0.476, -2.298, -0.771]],
  "homo_energy_ev": -9.2451,
  "lumo_ha": 0.0300,
  "orbital_gap_ev": 10.1,
  "smiles": "CC(C)(N)[C@](C)(O)OO"
}

***

Preferred: w; penalty for the next structure: 261.9 kJ/mol.

***

w | {
  "formula": "C5H13NO3",
  "method": "ωB97M-V/def2-TZVPD",
  "symbols": ["C", "C", "C", "C", "C", "O", "O", "N", "H", "H", "H", "H", "H", "H", "H", "H", "H", "H", "H", "H", "H", "O"],
  "positions_angstrom": [[2.007, 1.538, -0.329], [1.182, 0.310, 0.046], [-0.308, 0.604, -0.091], [-1.173, -0.646, 0.114], [-2.639, -0.343, 0.087], [-2.995, 0.240, -1.081], [-3.435, -0.566, 0.959], [1.448, -0.187, 1.397], [1.780, 2.366, 0.349], [3.079, 1.355, -0.249], [1.797, 1.849, -1.353], [1.410, -0.508, -0.650], [-0.594, 1.364, 0.646], [-0.491, 1.031, -1.075], [-0.902, -1.126, 1.049], [-0.953, -1.363, -0.679], [-3.948, 0.422, -1.052], [2.443, -0.280, 1.584], [1.099, 0.476, 2.085], [3.513, -0.990, -0.366], [4.164, -1.494, -1.669], [4.344, -1.033, -0.846]],
  "homo_energy_ev": -9.7107,
  "lumo_ha": 0.0252,
  "orbital_gap_ev": 10.4,
  "smiles": "C[C@@H](N)CCC(=O)O.O"
}

***

x | {
  "formula": "C5H13NO3",
  "method": "ωB97M-V/def2-TZVPD",
  "symbols": ["C", "C", "C", "N", "O", "H", "H", "H", "H", "H", "H", "H", "H", "H", "C", "C", "O", "O", "H", "H", "H", "H"],
  "positions_angstrom": [[0.882, 1.070, -1.366], [1.199, 2.513, -1.094], [-1.763, -1.602, 0.904], [-0.351, 0.800, -1.847], [1.731, 0.166, -1.274], [1.028, -1.055, -0.770], [-1.057, 1.516, -1.846], [-0.657, -0.164, -1.765], [2.229, 2.610, -0.728], [0.517, 2.930, -0.359], [1.098, 3.082, -2.011], [-2.107, -1.357, 1.904], [-2.257, -0.958, 0.181], [-2.025, -2.639, 0.683], [0.121, 0.173, 1.346], [-0.250, -1.434, 0.801], [0.396, -2.239, 1.736], [0.163, -1.667, -0.470], [0.566, -3.103, 1.343], [-0.532, 0.957, 0.966], [-0.127, 0.068, 2.398], [1.195, 0.334, 1.269]],
  "homo_energy_ev": -9.3920,
  "lumo_ha": 0.0246,
  "orbital_gap_ev": 10.1,
  "smiles": "CC(C)(O)O.CC(N)=O"
}

***

Preferred: w; penalty for the next structure: 47.4 kJ/mol.

***

w | {
  "formula": "C7H7F",
  "method": "ωB97M-V/def2-TZVPD",
  "symbols": ["C", "C", "C", "C", "C", "C", "C", "H", "H", "H", "H", "H", "H", "H", "F"],
  "positions_angstrom": [[0.080, 1.877, -0.653], [-0.459, 0.525, -0.083], [-1.452, 0.055, 0.775], [-1.175, -1.320, 1.287], [0.011, -1.764, 0.689], [0.468, -0.582, -0.139], [1.650, -0.639, -0.774], [-0.731, 2.571, -0.613], [0.601, 2.083, -1.756], [0.762, 2.400, 0.124], [-2.242, 0.776, 1.271], [0.391, -2.750, 0.309], [2.242, -1.563, -1.104], [1.995, 0.409, -1.157], [-2.141, -2.079, 1.823]],
  "homo_energy_ev": -8.5538,
  "lumo_ha": -0.0104,
  "orbital_gap_ev": 8.3,
  "smiles": "C=C1C=C(F)C=C1C"
}

***

x | {
  "formula": "C7H7F",
  "method": "ωB97M-V/def2-TZVPD",
  "symbols": ["C", "C", "C", "C", "C", "C", "C", "H", "H", "H", "H", "H", "H", "H", "F"],
  "positions_angstrom": [[-0.361, 0.414, -0.029], [0.666, 0.099, -1.179], [1.819, -0.692, -0.574], [1.687, -0.317, 0.884], [0.545, 0.205, 1.225], [-1.524, -0.448, 0.030], [-2.423, -1.225, 0.075], [0.201, -0.447, -1.993], [0.985, 1.085, -1.523], [2.789, -0.441, -1.014], [1.656, -1.785, -0.695], [2.493, -0.635, 1.549], [0.167, 0.501, 2.203], [-3.305, -1.838, -0.023], [-0.826, 1.705, -0.123]],
  "homo_energy_ev": -9.9429,
  "lumo_ha": 0.0382,
  "orbital_gap_ev": 11.0,
  "smiles": "C#C[C@@]1(F)C=CCC1"
}

***

Preferred: x; penalty for the next structure: 102.3 kJ/mol.

***

w | {
  "formula": "C4H6IN",
  "method": "ωB97M-V/def2-TZVPD",
  "symbols": ["C", "C", "C", "C", "N", "I", "H", "H", "H", "H", "H", "H"],
  "positions_angstrom": [[0.957, -1.776, -0.575], [0.215, -0.787, -0.185], [1.182, -1.103, 0.797], [-0.608, 1.685, -0.382], [-1.318, 0.433, -0.818], [-2.961, 0.172, 0.310], [1.172, -2.602, -1.242], [1.005, -1.548, 1.830], [1.922, -0.343, 0.908], [0.188, 1.803, -1.049], [-1.326, 2.462, -0.272], [-0.428, 1.603, 0.678]],
  "homo_energy_ev": [-8.7448, -8.7439],
  "lumo_ha": [-0.0117, -0.0116],
  "orbital_gap_ev": [8.4, 8.4]
}

***

x | {
  "formula": "C4H6IN",
  "method": "ωB97M-V/def2-TZVPD",
  "symbols": ["C", "C", "C", "C", "N", "I", "H", "H", "H", "H", "H", "H"],
  "positions_angstrom": [[0.574, -1.165, 0.520], [-0.258, 1.384, 0.449], [-0.832, -1.003, 0.555], [-0.208, -0.603, -0.670], [-0.218, 0.874, -0.702], [0.998, 2.379, -2.434], [1.194, -0.305, 0.830], [1.075, -2.191, 0.335], [-0.117, 2.550, 0.537], [-0.253, 0.881, 1.418], [-1.622, -1.735, 0.843], [-0.333, -1.066, -1.682]],
  "homo_energy_ev": [-8.4596, -8.8617],
  "lumo_ha": [-0.0300, -0.0498],
  "orbital_gap_ev": [7.6, 7.5]
}

***

Preferred: x; penalty for the next structure: 147.1 kJ/mol.